Entry 1:
A molecular structure, C19H43InN2O2P3 at a distorted geometry, computed with ωB97M-V/def2-TZVPD.

Results
total charge = +3
orbital gap (alpha / beta) = 4.619 / 5.551 eV
energy above the lowest of the compared OMol25 structures with the same formula, charge and spin = 1.868 eV

Positions of all 70 atoms, in Å:
In (-0.05020, -0.10460, 0.44562)
P (1.86273, -1.12091, 2.51142)
P (1.72026, 2.06852, 0.50639)
P (-0.77525, -2.62825, 0.19247)
H (-0.35220, 1.81186, -7.30720)
C (-1.30782, 1.31878, -7.14883)
C (-2.39288, 1.89304, -6.62027)
H (-2.49660, 2.92972, -6.31242)
C (3.33010, -2.02770, 1.90896)
C (2.61200, 0.12073, 3.64091)
C (1.14465, -2.27201, 3.74386)
C (1.12638, 3.26355, -0.73178)
C (1.99398, 3.15744, 1.93736)
C (3.41185, 1.76181, -0.10251)
C (-2.11815, -2.55812, -1.02480)
C (-1.56955, -3.41626, 1.62729)
C (0.41202, -3.84960, -0.43986)
H (-1.37621, 0.29298, -7.53284)
H (-3.27944, 1.26929, -6.46496)
H (3.95427, -2.33675, 2.75724)
H (3.90530, -1.37619, 1.25327)
H (3.00709, -2.90661, 1.35293)
H (3.20548, -0.39678, 4.40829)
H (1.81065, 0.68420, 4.13347)
H (3.25855, 0.80978, 3.08639)
H (1.70765, -3.21627, 3.74857)
H (0.09589, -2.47851, 3.50120)
H (1.19813, -1.81912, 4.74489)
H (1.68843, 4.20648, -0.60744)
H (0.05426, 3.45775, -0.60922)
H (1.28879, 2.87351, -1.74511)
H (2.99735, 3.61649, 1.85590)
H (1.93787, 2.59644, 2.88081)
H (1.23649, 3.95582, 1.95463)
H (3.89223, 2.72779, -0.33731)
H (3.35961, 1.15190, -1.01194)
H (4.00806, 1.23003, 0.64869)
H (-2.67619, -3.51372, -0.97177)
H (-1.72404, -2.40034, -2.03824)
H (-2.80066, -1.72724, -0.78526)
H (-2.40051, -4.04228, 1.25693)
H (-1.97912, -2.65086, 2.30291)
H (-0.85673, -4.04727, 2.18003)
H (-0.13023, -4.66815, -0.93916)
H (1.01272, -4.26082, 0.38580)
H (1.08224, -3.36272, -1.15963)
C (-1.01865, 0.83659, -2.32409)
C (0.17320, 0.36962, -2.91231)
C (0.16433, -0.16772, -4.19328)
C (-0.99538, -0.23122, -4.95112)
C (-2.13950, 0.39330, -4.39964)
C (-2.18163, 0.93381, -3.12035)
O (-1.10390, 1.10623, -1.06040)
H (1.13331, -0.48438, -0.88890)
H (1.11926, 0.38685, -2.36191)
H (1.09244, -0.52023, -4.63858)
H (-0.95086, -0.70251, -5.93950)
H (-3.00870, 0.59142, -5.01111)
H (-3.10774, 1.37728, -2.73787)
C (-2.51123, -0.02444, 4.80793)
N (-2.23226, 1.18567, 4.02851)
C (-1.72801, 1.23778, 2.77779)
N (-1.61307, 2.48501, 2.23690)
O (-1.41138, 0.18926, 2.13485)
H (-1.93075, -0.87370, 4.44446)
H (-3.57194, -0.24998, 4.76937)
H (-2.23948, 0.18541, 5.83582)
H (-2.51981, 2.08598, 4.41190)
H (-1.45939, 2.59845, 1.24099)
H (-1.98807, 3.27466, 2.77490)

=====

Entry 2:
A molecular structure, C35H56N3O3RuSi4, computed with ωB97M-V/def2-TZVPD.

Results
total charge = +1
orbital gap (alpha / beta) = 7.922 / 6.647 eV
spin multiplicity = 5
energy above the lowest of the compared OMol25 structures with the same formula, charge and spin = 0.000 eV

Positions of all 102 atoms, in Å:
Ru (0.49157, 0.57737, 0.65262)
C (-4.56228, -0.25982, 1.16847)
C (-4.35079, 0.96125, 0.28418)
C (-5.67257, 1.58890, -0.14049)
O (-3.53358, 1.91787, 0.95786)
C (-3.56879, 0.54270, -0.95594)
O (-4.05387, -0.16406, -1.79405)
O (-2.31183, 0.98748, -1.06677)
H (-5.11660, 0.03143, 2.06447)
H (-3.60504, -0.69241, 1.46737)
H (-5.13660, -1.01611, 0.63748)
H (-6.24295, 1.87604, 0.74502)
H (-6.25598, 0.87436, -0.71828)
H (-5.50094, 2.47674, -0.74856)
H (-3.88975, 2.06073, 1.84112)
C (1.91581, -3.55105, -3.12786)
C (2.49833, -4.46974, -2.08949)
C (3.52335, -5.35631, -2.41434)
C (4.07467, -6.20322, -1.46646)
C (3.61038, -6.18629, -0.15801)
C (2.59945, -5.30766, 0.19115)
C (2.05288, -4.46028, -0.76613)
N (1.02140, -3.54742, -0.36894)
C (1.23847, -2.24808, -0.05837)
N (2.50920, -1.83809, -0.20419)
C (3.20879, -0.62391, 0.04717)
C (2.58829, 0.57472, 0.39610)
C (3.41157, 1.67420, 0.64461)
C (4.78920, 1.59902, 0.53194)
C (5.37298, 0.40058, 0.15263)
C (4.60367, -0.72601, -0.09553)
C (5.26721, -2.01862, -0.49866)
N (0.23715, -1.47815, 0.35779)
C (-1.02860, -2.13540, 0.53720)
C (-1.90967, -2.22805, -0.53451)
C (-3.09207, -2.94282, -0.40798)
C (-3.39310, -3.55830, 0.79633)
C (-2.52435, -3.44017, 1.87295)
C (-1.33070, -2.73293, 1.76809)
C (-0.38226, -2.63244, 2.92966)
H (2.07051, -3.95848, -4.12531)
H (2.38911, -2.56566, -3.09687)
H (0.84730, -3.40062, -2.97720)
H (3.88369, -5.38666, -3.43556)
H (4.86534, -6.88477, -1.75141)
H (4.03271, -6.85061, 0.58356)
H (2.22323, -5.26845, 1.20626)
H (0.08662, -3.89697, -0.22379)
H (3.11729, -2.58614, -0.50457)
H (2.96300, 2.62244, 0.91881)
H (5.40412, 2.46760, 0.72848)
H (6.44895, 0.33155, 0.04960)
H (6.34474, -1.88469, -0.56120)
H (4.92885, -2.36809, -1.47973)
H (5.08062, -2.82026, 0.22341)
H (-1.66722, -1.73944, -1.46950)
H (-3.77144, -3.00039, -1.24748)
H (-4.30974, -4.12345, 0.90504)
H (-2.76936, -3.91656, 2.81477)
H (-0.74330, -3.21744, 3.77374)
H (-0.26821, -1.59844, 3.25609)
H (0.61485, -2.99524, 2.66848)
C (0.77711, -0.01886, -2.75731)
Si (0.37654, 1.73773, -2.23321)
C (1.91688, 2.79321, -2.30196)
C (-0.84418, 2.45294, -3.47572)
Si (-1.16883, 1.99066, -0.30530)
Si (-1.88212, 4.25276, -0.23171)
C (-3.19214, 4.38951, -1.57872)
C (-2.63128, 4.87213, 1.37342)
C (-0.38649, 5.29191, -0.68430)
Si (-0.07654, 1.84069, 2.63927)
C (0.60245, 3.58346, 2.72500)
C (-1.69771, 1.70772, 3.56494)
C (1.19747, 0.73419, 3.53937)
H (0.98287, -0.01901, -3.83212)
H (-0.04292, -0.71597, -2.57900)
H (1.66835, -0.38172, -2.24406)
H (2.37211, 2.62217, -3.28308)
H (2.66219, 2.55176, -1.54819)
H (1.68204, 3.85582, -2.23348)
H (-0.36124, 2.42434, -4.45760)
H (-1.09011, 3.49404, -3.25913)
H (-1.77112, 1.88187, -3.53234)
H (-3.55731, 3.41764, -1.91482)
H (-2.79769, 4.90693, -2.45502)
H (-4.04812, 4.96067, -1.21301)
H (-2.08053, 4.61747, 2.27691)
H (-3.65112, 4.49950, 1.46881)
H (-2.68360, 5.96308, 1.31866)
H (-0.12233, 5.13384, -1.73190)
H (0.49467, 5.06482, -0.08047)
H (-0.61124, 6.35422, -0.56028)
H (0.03369, 4.32485, 2.16858)
H (1.63290, 3.60348, 2.36621)
H (0.61555, 3.88773, 3.77681)
H (-2.36684, 2.53956, 3.34825)
H (-1.47688, 1.73650, 4.63557)
H (-2.20712, 0.76742, 3.34499)
H (2.08807, 1.33887, 3.72812)
H (1.54682, -0.16759, 3.03335)
H (0.77404, 0.42439, 4.49926)

=====

Entry 3:
A molecular structure, C21H34GaO2 at a distorted geometry, computed with ωB97M-V/def2-TZVPD.

Results
total charge = -1
orbital gap = 7.256 eV

Positions of all 58 atoms, in Å:
C (2.67524, 2.65793, -3.12846)
C (1.11306, 2.64659, -3.31355)
C (0.41583, 1.83638, -2.17392)
C (1.08076, 0.41496, -2.08269)
O (0.16056, -0.54871, -1.63013)
Ga (1.00057, -2.26500, -1.42230)
C (0.97741, -2.65464, 0.59865)
C (1.47208, -4.10172, 0.97310)
C (2.93221, -4.08364, 1.53224)
C (3.73641, -5.37694, 1.17406)
O (3.54408, -5.80960, -0.16475)
C (4.36275, -5.04670, -1.04719)
H (3.06709, 3.45724, -3.78658)
H (2.88718, 2.85255, -2.06288)
H (3.14141, 1.69230, -3.38169)
H (0.86717, 2.29362, -4.33009)
H (0.80394, 3.71048, -3.22819)
H (0.62031, 2.38005, -1.23261)
H (-0.66449, 1.78121, -2.37944)
H (1.90725, 0.47175, -1.33283)
H (1.50781, 0.13245, -3.07221)
H (-0.00484, -3.33124, -2.12196)
H (2.45053, -2.33863, -2.09918)
H (1.51043, -1.86104, 1.16668)
H (-0.08902, -2.58080, 0.91576)
H (1.34703, -4.77064, 0.10830)
H (0.83462, -4.43067, 1.82194)
H (2.88941, -4.07136, 2.64201)
H (3.47568, -3.16554, 1.23482)
H (4.83201, -5.22103, 1.32478)
H (3.46608, -6.21593, 1.84310)
H (4.00071, -5.25896, -2.06563)
H (4.26693, -3.97652, -0.78948)
H (5.43132, -5.33667, -0.95843)
C (-4.96009, 0.91623, -0.34806)
C (-3.98513, 0.79278, -1.33272)
C (-2.72982, 0.28519, -1.01379)
C (-2.45327, -0.10842, 0.28980)
C (-3.42890, 0.01152, 1.27305)
C (-4.68062, 0.52789, 0.95618)
H (-5.93684, 1.31553, -0.59721)
H (-4.20358, 1.09381, -2.35085)
H (-1.96630, 0.19324, -1.77494)
H (-1.47702, -0.50862, 0.53593)
H (-3.21235, -0.29630, 2.28955)
H (-5.43767, 0.62705, 1.72545)
C (-2.43811, 3.39091, 1.66954)
C (-1.63432, 3.05101, 2.75006)
C (-1.48800, 3.93374, 3.81347)
C (-2.15358, 5.15403, 3.80049)
C (-2.96041, 5.49263, 2.72114)
C (-3.09945, 4.61296, 1.65389)
H (-2.54903, 2.70314, 0.83970)
H (-1.12113, 2.09711, 2.76211)
H (-0.85577, 3.67063, 4.65295)
H (-2.04314, 5.84045, 4.63163)
H (-3.48073, 6.44325, 2.71137)
H (-3.72427, 4.87870, 0.81001)

=====

Entry 4:
A molecular structure, C4H12N2O2 at a distorted geometry, computed with ωB97M-V/def2-TZVPD.

Results
orbital gap = 4.420 eV
energy above the lowest of the compared OMol25 structures with the same formula, charge and spin = 7.964 eV

Positions of all 20 atoms, in Å:
C (-0.89073, 0.31572, 0.64953)
C (-0.53121, 1.73053, 0.64639)
C (0.09840, 2.24526, -0.54231)
O (1.46959, 1.68842, -0.81298)
N (-0.77774, -0.35274, -0.58201)
C (-1.21644, -1.75044, -0.48788)
N (-0.28647, -2.55337, 0.25679)
H (-0.13909, -0.28391, 1.30215)
H (-1.93159, 0.30434, 0.98819)
H (-1.06694, 2.46389, 1.22870)
H (-0.25320, 1.93042, -1.54812)
H (0.17724, 3.33352, -0.53570)
H (0.03780, -0.18536, -1.14875)
H (-1.17719, -2.04024, -1.54971)
H (-2.26325, -1.78916, -0.15633)
H (-0.66968, -2.74050, 1.17646)
H (0.79440, -1.77639, 0.34457)
H (2.49398, -1.10648, 0.90942)
H (1.73298, 1.32554, 0.05700)
O (1.56633, -0.94404, 0.67964)

=====

Entry 5:
C4H9NO2 in the gas phase, computed with ωB97M-V/def2-TZVPD.

Results
SMILES = NC(=O)CCCO
orbital gap = 10.255 eV
energy above the lowest of the compared OMol25 structures with the same formula, charge and spin = 0.620 eV

Positions of all 16 atoms, in Å:
N (1.77054, 0.13294, 1.46323)
C (1.16992, -1.02986, 1.07441)
O (1.19994, -2.05060, 1.73779)
C (0.44644, -0.90012, -0.24836)
C (-0.98760, -0.36648, -0.05297)
C (-1.32972, 0.66889, -1.10213)
O (-0.50154, 1.79365, -0.83336)
H (2.23293, 0.15954, 2.35771)
H (1.61072, 0.99179, 0.95851)
H (1.00583, -0.19639, -0.87538)
H (0.43872, -1.87728, -0.73819)
H (-1.71286, -1.18466, -0.03461)
H (-1.08973, 0.16166, 0.90003)
H (-1.13068, 0.26598, -2.10482)
H (-2.39403, 0.93671, -1.04731)
H (-0.72886, 2.49423, -1.45454)

=====

Entry 6:
2 unconnected molecules or ions with the total composition C2H10NS2, computed with ωB97M-V/def2-TZVPD.

Results
total charge = +1
orbital gap = 10.180 eV
energy above the lowest of the compared OMol25 structures with the same formula, charge and spin = 0.240 eV

Positions of all 15 atoms, in Å:
C (-0.82730, -1.28213, 0.05935)
N (-0.79165, 0.17746, -0.26420)
C (-1.00062, 0.46653, -1.71648)
H (-0.66081, -1.41383, 1.12241)
H (-1.79848, -1.68027, -0.22813)
H (-0.04651, -1.78153, -0.51329)
H (0.13792, 0.54757, 0.01888)
H (-1.49098, 0.66047, 0.29790)
H (-0.29902, -0.13666, -2.28632)
H (-0.82263, 1.52098, -1.90502)
H (-2.01779, 0.20627, -1.99117)
S (1.98758, -0.05087, 2.61036)
S (2.31504, 0.78534, 0.74138)
H (3.27329, -0.08139, 2.99226)
H (2.04194, 2.06205, 1.06207)

=====

| no. | total energy (Eh) |
| --- | --- |
| 1 | -2222.9063 |
| 2 | -3010.0262 |
| 3 | -2895.8198 |
| 4 | -419.3558 |
| 5 | -363.0627 |
| 6 | -933.0754 |